[1]
The following is a quantum chemistry calculation of a 2-piece molecular cluster, C3H10SSi overall in a non-equilibrium geometry, from the Open Molecules 2025 dataset.

Values from the calculation:
**Electronic energy**: -21983.3263 eV
**Kohn-Sham gap (alpha / beta)**: 7.5 / 7.5 eV
**Strongest force on any atom**: 5.82 eV/A
**Total charge**: 0

Each line ends with the Mulliken charge.
Geometry (Å):
1 C 1.070 -0.931 0.551  -0.88
2 C 1.809 1.343 -0.422  -1.07
3 C 0.868 0.468 0.443  -0.01
4 Si -2.841 -0.581 -0.403  0.39
5 S -1.451 0.995 -0.744  -0.32
6 H 1.735 -1.328 1.434  0.29
7 H 0.124 -1.287 0.745  0.23
8 H 1.512 -1.361 -0.317  0.31
9 H 1.352 2.426 -0.421  0.25
10 H 1.845 1.025 -1.393  0.37
11 H 2.737 1.269 0.040  0.43
12 H 0.331 0.855 1.397  0.36
13 H -2.508 -1.187 0.981  -0.11
14 H -2.426 -1.731 -1.306  -0.10
15 H -4.156 0.026 -0.584  -0.13

---

[2]
The following is a quantum chemistry calculation of C3H11B3NO8PSYb as an isolated structure in a non-equilibrium geometry, from the Open Molecules 2025 dataset.

Values from the calculation:
**Electronic energy**: -74833.0179 eV
**Kohn-Sham gap**: 2.8 eV
**Strongest force on any atom**: 1.48 eV/A
**Total charge**: +2

Each line ends with the Mulliken charge.
Geometry (Å):
1 C 0.601 2.418 3.130  -1.26
2 C -0.149 2.223 1.826  0.17
3 O 0.746 2.487 0.730  -0.46
4 B 0.657 1.743 -0.373  0.49
5 O -0.562 1.640 -1.111  -0.21
6 B -0.782 0.395 -1.586  0.11
7 C -2.258 -0.268 -1.456  -0.62
8 S -2.420 -1.103 0.041  0.80
9 O -3.708 -1.891 0.047  -0.42
10 O -1.270 -1.881 0.346  -0.44
11 O 0.210 -0.329 -2.160  -0.08
12 B 1.432 -0.221 -1.452  0.19
13 P 2.666 -1.701 -1.284  0.79
14 N 3.910 -1.568 -2.162  -0.71
15 O 1.813 -3.052 -1.562  -0.50
16 O 2.986 -1.840 0.284  -0.48
17 O 1.712 0.979 -0.852  -0.19
18 H 1.198 1.535 3.355  0.31
19 H 1.256 3.284 3.063  0.32
20 H -0.108 2.539 3.950  0.37
21 H -1.020 2.877 1.749  0.35
22 H -0.466 1.169 1.771  -0.05
23 H -2.382 -1.040 -2.224  0.42
24 H -3.048 0.485 -1.530  0.43
25 H -2.625 -0.149 0.975  0.15
26 H 3.964 -0.748 -2.751  0.27
27 H 0.885 -2.978 -1.297  0.31
28 H 2.643 -2.656 0.674  0.33
29 Yb -5.882 -2.349 -0.141  1.61

---

[3]
The following is a quantum chemistry calculation of C3H11Cl2N2O2W as an isolated structure in a non-equilibrium geometry, from the Open Molecules 2025 dataset.

Values from the calculation:
**Electronic energy**: -37226.3136 eV
**Kohn-Sham gap (alpha / beta)**: 6.9 / 8.2 eV
**Strongest force on any atom**: 2.51 eV/A
**2S+1**: 3
**Total charge**: +1

Each line ends with the Mulliken charge.
Geometry (Å):
1 C -1.965 -0.808 -1.172  -1.39
2 W -0.251 0.297 -0.340  1.30
3 N 1.159 -0.528 1.083  -0.77
4 N 0.681 0.222 -2.288  -0.81
5 H 0.624 -1.048 1.818  0.36
6 H 0.667 1.731 0.365  -0.10
7 H -2.871 -0.702 -0.555  0.24
8 H -1.732 -1.879 -1.274  0.40
9 H -2.165 -0.380 -2.169  0.44
10 H 1.217 -0.647 -2.402  0.35
11 H 1.328 0.987 -2.491  0.37
12 H -0.011 0.222 -3.041  0.35
13 H 1.835 -1.165 0.656  0.33
14 H 1.700 0.196 1.560  0.36
15 Cl -4.269 0.236 1.729  -0.11
16 C -3.181 -1.049 2.312  0.05
17 Cl -3.618 -2.679 1.741  -0.10
18 C -1.684 -0.758 2.023  0.68
19 O -0.862 -1.517 2.562  -0.71
20 O -1.395 0.298 1.320  -0.57
21 H -3.287 -1.066 3.404  0.34

---

[4]
The following is a quantum chemistry calculation of an isolated ion of composition C3H11ClNSi and charge +1 in a non-equilibrium geometry, from the Open Molecules 2025 dataset.

Values from the calculation:
**Electronic energy**: -25171.7273 eV
**Kohn-Sham gap**: 11.6 eV
**Strongest force on any atom**: 3.67 eV/A
**SMILES string**: C[NH+](C)C[SiH2]Cl
**Total charge**: +1

Each line ends with the Mulliken charge.
Geometry (Å):
1 C 0.565 -1.564 0.604  -0.98
2 N 0.584 -0.161 0.775  -0.04
3 C 1.475 0.482 -0.208  -1.03
4 C -0.741 0.562 0.616  -1.11
5 Si -1.768 0.494 -1.257  0.66
6 Cl -2.518 2.341 -1.204  -0.17
7 H 0.459 -1.715 -0.394  0.42
8 H 1.428 -2.158 0.705  0.41
9 H -0.086 -1.928 1.365  0.37
10 H 0.720 -0.094 1.777  0.34
11 H 2.458 0.179 -0.124  0.45
12 H 1.288 0.273 -1.218  0.42
13 H 1.546 1.570 -0.259  0.38
14 H -1.262 0.119 1.390  0.50
15 H -0.511 1.589 0.679  0.52
16 H -0.592 0.307 -2.042  -0.10
17 H -3.046 -0.295 -1.205  -0.03

---

[5]
The following is a quantum chemistry calculation of C3H11ClSi2 as an isolated structure in a non-equilibrium geometry, from the Open Molecules 2025 dataset.

Values from the calculation:
**Electronic energy**: -31566.5529 eV
**Kohn-Sham gap**: 9.5 eV
**Strongest force on any atom**: 4.16 eV/A
**Total charge**: 0

Each line ends with the Mulliken charge.
Geometry (Å):
1 C 1.039 2.333 -0.842  -1.02
2 C 1.757 -0.300 0.492  -0.97
3 C -1.604 -2.620 0.261  -1.11
4 Si 0.328 0.950 0.204  0.33
5 Si -1.629 -0.230 -0.277  0.44
6 Cl -3.124 0.677 0.834  -0.25
7 H 0.418 3.213 -1.192  0.37
8 H 1.577 3.003 -0.157  0.31
9 H 1.818 1.968 -1.544  0.29
10 H 1.472 -1.356 0.757  0.27
11 H 2.200 -0.297 -0.458  0.32
12 H 2.309 0.214 1.204  0.29
13 H -0.866 -2.800 1.022  0.29
14 H -2.594 -2.896 0.482  0.35
15 H -1.263 -2.916 -0.699  0.30
16 H 0.141 1.627 1.589  -0.10
17 H -1.977 -0.570 -1.675  -0.11

---

[6]
The following is a quantum chemistry calculation of C3H11LiN3OS2 as an isolated structure in a non-equilibrium geometry, from the Open Molecules 2025 dataset.

Values from the calculation:
**Electronic energy**: -31678.3309 eV
**Kohn-Sham gap**: 9.8 eV
**Strongest force on any atom**: 1.33 eV/A
**Total charge**: +1

Each line ends with the Mulliken charge.
Geometry (Å):
1 Li 0.119 -0.085 1.852  0.83
2 N -0.590 -1.976 0.987  -0.60
3 N 0.305 -2.365 -0.011  -0.09
4 C 1.626 -2.066 0.081  0.66
5 N 2.449 -2.722 -0.750  -0.41
6 S 2.225 -0.900 1.101  -0.59
7 H -0.824 -2.749 1.610  0.26
8 H -1.456 -1.626 0.586  0.26
9 H 0.057 -3.161 -0.598  0.22
10 H 2.145 -3.466 -1.359  0.19
11 H 3.432 -2.506 -0.729  0.21
12 C -2.028 3.153 0.140  -1.00
13 S -1.454 1.464 -0.219  0.56
14 C 0.143 1.879 -0.994  -0.74
15 O -1.060 0.891 1.109  -0.69
16 H -1.228 3.747 0.569  0.32
17 H -2.852 3.075 0.845  0.35
18 H -2.382 3.595 -0.785  0.40
19 H -0.015 2.117 -2.039  0.39
20 H 0.771 0.995 -0.917  0.16
21 H 0.617 2.706 -0.478  0.30

---

- What is the electronic energy in the fourth record?
  -25171.7273 eV

---

- What is the formula in the sixth record?
  C3H11LiN3OS2

---

- total charge of number 2 (C3H11B3NO8PSYb)?
  +2

---

- strongest force on any atom of number 5 (C3H11ClSi2)?
  4.16 eV/A